C3H9N2O as an isolated structure in a non-equilibrium geometry. Source: the Open Molecules 2025 dataset; level of theory: ωB97M-V/def2-TZVPD.

XYZ file:
```
15
Properties=species:S:1:pos:R:3:forces:R:3:lowdin_charge:R:1
C -1.480251 0.707745 0.633855 -0.5 -0.8 -0.6 -0.231
C 0.867563 1.358229 0.457857 1.4 -2.6 0.6 -0.183
C 0.310925 -1.505160 -1.171605 -0.2 -0.2 -1.6 -0.192
N -0.123230 0.322717 0.843243 0.7 0.5 -0.3 -0.216
N 0.173239 -1.398816 0.302913 -0.4 0.4 1.2 -0.289
O 1.277777 -1.768257 0.899983 -0.6 0.2 -1.1 -0.330
H -2.205456 0.676338 1.473064 0.7 0.1 0.5 0.046
H -1.586010 1.705046 0.195545 -0.1 0.0 -0.3 0.045
H -1.923224 -0.063224 -0.003610 -0.3 0.1 -0.7 0.039
H 1.682450 1.213505 1.216865 -0.4 0.7 -0.6 0.056
H 1.425561 1.214237 -0.525293 -0.9 0.1 0.5 0.060
H 0.467341 2.349769 0.520118 -0.3 0.7 0.0 0.029
H 1.337762 -1.328670 -1.491050 0.4 0.3 0.0 0.029
H 0.145334 -2.591078 -1.472943 -0.1 1.1 0.7 0.065
H -0.369783 -0.892381 -1.878942 0.6 -0.6 1.6 0.070
```
Positions in Å, forces in eV/Å.

Values from the calculation:
- HOMO (alpha / beta): -1.87 / -1.87 eV
- ΔE to the lowest compared entry with this formula, charge and spin: 106.85 kcal/mol
- Energy: -304.295679 a.u.
- Gap between HOMO and LUMO (alpha / beta): 6.30 / 6.30 eV
- Molar mass: 89.12 g/mol
- Net charge: -1
- LUMO (alpha / beta): 4.43 / 4.43 eV